Here is a molecular structure, C34H25AsN7O6RuS3 from the OMol25 dataset. Energies are from ωB97M-V/def2-TZVPD.

Its multiplicity is 6. The expectation value of S² is 8.76. The charge is -2. The energy above the lowest of the compared OMol25 structures with the same formula, charge and spin is 0.0 kcal/mol. Its HOMO energy (alpha / beta) is -2.04 / -2.37 eV. The HOMO-LUMO gap (alpha / beta) is 6.19 / 6.38 eV. The LUMO energy (alpha / beta) is 4.1 / 4.0 eV.

CARTESIAN COORDINATES (ANGSTROEM)
Ru  -0.017723  -1.028989  0.273658
C  -3.125814  5.481527  1.706851
C  -2.744912  4.148603  1.119926
C  -3.700910  3.285189  0.589113
C  -3.341763  2.031827  0.149956
C  -2.015993  1.548088  0.169905
N  -1.783338  0.233962  -0.166777
C  -2.375572  -0.260876  -1.314919
C  -2.482694  0.505482  -2.490545
C  -2.939252  -0.023743  -3.676521
C  -3.307135  -1.365495  -3.780282
C  -3.672443  -1.976999  -5.105557
C  -3.229885  -2.133281  -2.633947
C  -2.807510  -1.595851  -1.423017
N  -2.839669  -2.455590  -0.285746
C  -3.791317  -3.362048  0.026441
C  -3.411198  -3.964117  1.204444
C  -2.201378  -3.341051  1.550041
N  -1.876743  -2.440588  0.641560
C  -1.045899  2.465578  0.624945
C  -1.435786  3.707330  1.130763
N  0.364109  2.243946  0.565058
C  1.308705  3.213320  0.504147
C  2.535280  2.614203  0.614093
C  2.251290  1.247374  0.733372
N  0.944917  1.041863  0.698425
H  -3.881912  5.981842  1.097893
H  -2.261154  6.143200  1.777032
H  -3.537781  5.372228  2.714045
H  -4.744009  3.583964  0.554143
H  -4.102274  1.353087  -0.216692
H  -2.133892  1.529794  -2.458204
H  -2.955418  0.604515  -4.561030
H  -4.239785  -1.277865  -5.723391
H  -4.273933  -2.878329  -4.975026
H  -2.774473  -2.257565  -5.661798
H  -3.466145  -3.190881  -2.672981
H  -4.658903  -3.483464  -0.598338
H  -3.938858  -4.731289  1.743862
H  -1.554565  -3.475838  2.400558
H  -0.676664  4.348219  1.561758
H  1.040200  4.238991  0.329778
H  3.500198  3.087015  0.567277
H  2.912071  0.398512  0.812466
O  0.701648  -2.430103  -3.844977
As  1.488371  -2.801747  -2.324644
O  2.123705  -4.298263  -2.428774
O  0.358833  -2.599885  -1.084638
C  2.976309  -1.534210  -2.134612
C  4.170502  -2.139600  -1.754689
C  5.325308  -1.388900  -1.586773
C  5.304334  -0.020813  -1.818312
C  4.124373  0.593538  -2.210711
C  2.968494  -0.156751  -2.363813
S  1.446749  0.678804  -2.796937
O  1.220999  0.428871  -4.215423
O  1.613086  2.072644  -2.445218
O  0.482594  -0.065172  -1.976376
H  0.607202  -1.466763  -3.962965
H  4.169668  -3.210795  -1.593075
H  6.239796  -1.875300  -1.269015
H  6.202024  0.571272  -1.683374
H  4.071775  1.662775  -2.370905
S  1.820804  -2.113816  1.573990
C  1.952876  -1.262268  3.090843
C  3.170038  -1.270456  3.768261
C  3.336955  -0.650954  5.003669
C  4.606164  -0.693388  5.658767
N  5.631551  -0.725103  6.183125
C  2.237774  0.007863  5.582398
C  1.023530  0.031426  4.912932
C  0.837515  -0.588174  3.668388
S  -0.701007  -0.521902  2.896756
C  2.352388  0.658749  6.853012
N  2.429675  1.175266  7.879217
H  4.011372  -1.780315  3.316635
H  0.184499  0.547660  5.360504

Forces on atoms 1 to 3 (eV/Å):
Ru 0.00 -0.19 0.29
C 0.00 0.00 0.01
C 0.00 0.00 0.00